[1]
{
  "formula": "C27H59I2N4O7",
  "method": "ωB97M-V with the def2-TZVPD basis set",
  "orbital_gap_ev": 6.04,
  "max_force_ev_per_a": 1.0,
  "total_charge": 1,
  "homo_ev": -9.7,
  "elements": ["C", "O", "C", "C", "N", "C", "C", "I", "C", "C", "I", "C", "C", "H", "H", "H", "H", "H", "H", "H", "H", "H", "H", "H", "H", "H", "H", "C", "O", "C", "C", "N", "C", "C", "O", "C", "H", "H", "H", "H", "H", "H", "H", "H", "H", "H", "H", "H", "H", "H", "H", "C", "O", "C", "C", "N", "C", "C", "O", "C", "H", "H", "H", "H", "H", "H", "H", "H", "H", "H", "H", "H", "H", "H", "H", "C", "O", "C", "C", "N", "C", "C", "O", "C", "H", "H", "H", "H", "H", "H", "H", "H", "H", "H", "H", "H", "H", "H", "H"],
  "coordinates": [[5.400661, 0.128863, -3.430580], [5.765896, 1.503484, -3.529692], [4.972272, 2.408453, -2.832724], [3.760598, 2.857326, -3.582052], [3.016600, 2.079974, -4.283852], [1.820533, 2.724472, -4.855918], [0.652465, 1.767563, -4.806316], [-0.139899, 1.356422, -6.719031], [0.133800, 1.181419, -3.733888], [-1.059880, 0.264821, -3.708570], [1.016193, 1.442785, -1.838207], [1.757507, 4.033625, -4.074445], [3.237389, 4.226651, -3.664871], [4.498660, -0.014080, -2.834402], [5.213307, -0.258760, -4.427754], [6.198356, -0.435268, -2.962817], [5.550456, 3.291194, -2.581054], [4.625616, 1.983259, -1.883369], [3.114485, 1.085172, -4.437082], [1.970399, 2.990016, -5.897997], [-1.888518, 0.711186, -4.242398], [-1.356150, 0.053107, -2.689589], [-0.779363, -0.677395, -4.172429], [1.437403, 4.892157, -4.648882], [1.137474, 4.011082, -3.183955], [3.751729, 4.636222, -4.548379], [3.461893, 4.911259, -2.856473], [7.051232, 5.122324, 3.726813], [7.336548, 4.021177, 2.884890], [6.587988, 2.845084, 3.147761], [5.545546, 2.583829, 2.080167], [4.460669, 3.555346, 2.122844], [3.573731, 3.569739, 0.968226], [4.154685, 3.775682, -0.428396], [4.616427, 5.074635, -0.724369], [5.882173, 5.420202, -0.178344], [7.861550, 5.839050, 3.609929], [6.114395, 5.624397, 3.458033], [7.001697, 4.819364, 4.775593], [6.133503, 2.885120, 4.141808], [7.293968, 2.011021, 3.137226], [5.128903, 1.583628, 2.238933], [6.070946, 2.576828, 1.115461], [4.838243, 4.481945, 2.263391], [2.842487, 4.364337, 1.133592], [3.015680, 2.624151, 0.961547], [3.333509, 3.609010, -1.132345], [4.929263, 3.031988, -0.670168], [6.572514, 4.573408, -0.188145], [5.786429, 5.802662, 0.838957], [6.295354, 6.216783, -0.794805], [2.205463, -1.766971, 0.492517], [1.951850, -3.144207, 0.614024], [1.550699, -3.583598, 1.908373], [0.068298, -3.887223, 1.956868], [-0.731153, -2.671838, 1.866830], [-2.158281, -2.852405, 1.595609], [-2.592375, -3.616400, 0.348376], [-2.366663, -2.939888, -0.880676], [-1.042472, -2.963241, -1.363899], [2.730037, -1.616406, -0.452438], [1.278328, -1.181331, 0.454041], [2.834007, -1.389325, 1.305287], [1.828423, -2.851055, 2.672193], [2.099744, -4.505255, 2.112079], [-0.154813, -4.386472, 2.904420], [-0.143286, -4.599220, 1.149210], [-0.343969, -2.064168, 1.160229], [-2.591392, -1.851785, 1.530492], [-2.613430, -3.334419, 2.466908], [-3.675417, -3.737577, 0.410722], [-2.171207, -4.628062, 0.309495], [-0.549082, -3.917241, -1.163117], [-0.441345, -2.148108, -0.946292], [-1.087643, -2.820523, -2.445376], [-5.583624, -1.818305, 1.570658], [-5.831996, -3.205667, 1.662661], [-6.181683, -3.676771, 2.959336], [-7.649447, -4.029615, 3.071918], [-8.500156, -2.848989, 3.034644], [-9.930283, -3.098673, 2.855241], [-10.415390, -3.898345, 1.650079], [-10.320950, -3.235758, 0.404624], [-9.036764, -3.214627, -0.182066], [-5.064891, -1.641963, 0.628031], [-6.507991, -1.231034, 1.557042], [-4.947347, -1.471983, 2.390606], [-5.892026, -2.949531, 3.724225], [-5.602653, -4.588689, 3.128085], [-7.804809, -4.545056, 4.024848], [-7.875397, -4.742697, 2.268740], [-8.182023, -2.224865, 2.307184], [-10.419762, -2.123096, 2.815596], [-10.298601, -3.598016, 3.757477], [-11.483310, -4.070782, 1.799721], [-9.948076, -4.889359, 1.588410], [-8.496661, -4.150277, -0.014094], [-8.437286, -2.376017, 0.184481], [-9.170517, -3.079887, -1.255193]],
  "atomic_forces_ev_per_a": [[-0.2299, 0.0780, 0.0087], [0.0691, 0.0212, -0.2418], [0.1717, -0.5747, -0.3198], [-0.0033, -0.4880, -0.0161], [-0.0062, 0.0268, -0.4757], [-0.6497, 0.1380, 0.0589], [-0.2033, 0.1506, -0.1668], [-0.0412, 0.0141, 0.2877], [-0.1663, -0.0478, -0.0465], [0.5720, 0.0857, 0.2171], [-0.1468, -0.1088, 0.3170], [0.4528, 0.6382, 0.6993], [-0.3577, 0.5847, -0.7346], [-0.1214, 0.0560, 0.1565], [0.0881, -0.1176, -0.1584], [0.2162, -0.0492, 0.0051], [0.2447, 0.0767, -0.1175], [-0.1171, -0.1567, -0.4187], [0.4940, -0.0487, 0.1622], [0.4940, -0.2358, -0.1582], [-0.1799, 0.0295, -0.1943], [-0.1551, -0.0314, 0.1065], [-0.1212, -0.1575, -0.1814], [-0.2053, -0.0930, -0.3866], [-0.1283, -0.2992, -0.0007], [0.2072, 0.0788, 0.0701], [0.0095, -0.1502, 0.3350], [0.0787, 0.0073, -0.0244], [-0.1380, 0.0905, -0.0379], [0.1306, -0.1492, 0.0181], [-0.1338, 0.0943, -0.0176], [0.1748, 0.1094, -0.2421], [-0.0828, 0.0937, 0.2679], [0.0328, -0.0470, 0.4543], [-0.0065, -0.0314, -0.1782], [0.0326, 0.1758, -0.0108], [0.0209, -0.0208, -0.0199], [-0.0404, -0.0343, 0.0600], [-0.0259, 0.0079, 0.0089], [-0.0730, 0.0475, -0.0235], [0.0005, -0.0012, 0.0377], [-0.0060, -0.0133, -0.0263], [0.0531, -0.0688, -0.0189], [0.0256, 0.0068, 0.0490], [-0.0706, -0.0427, -0.0019], [0.0155, -0.0209, -0.0634], [-0.0911, -0.0794, 0.1093], [-0.1282, 0.5551, 0.8081], [-0.0104, -0.0489, 0.0630], [0.0539, -0.0898, 0.0386], [-0.0339, -0.0151, -0.0300], [-0.0462, -0.0599, -0.1040], [0.1050, 0.0994, -0.0343], [-0.0494, -0.1798, 0.0812], [-0.1189, 0.1413, -0.0190], [-0.0003, -0.0231, -0.1590], [0.1535, 0.1009, 0.0669], [-0.2156, -0.0967, 0.0496], [0.0768, 0.0940, 0.0227], [-0.1456, 0.0417, -0.0836], [0.0128, -0.0294, -0.0047], [0.0684, 0.1093, 0.0838], [-0.0273, -0.0024, 0.0443], [-0.0447, 0.0730, -0.0303], [0.0226, 0.0197, -0.0134], [-0.0210, -0.0308, -0.0028], [0.0148, -0.0658, 0.0242], [0.0164, -0.0318, -0.0343], [-0.0438, -0.0040, 0.0450], [-0.0201, -0.0702, -0.0379], [0.0016, -0.0027, 0.0167], [0.1442, 0.0491, -0.0339], [0.0557, 0.0062, 0.0589], [0.1058, -0.0583, 0.0425], [-0.0301, -0.0401, 0.0043], [-0.0310, -0.0508, -0.1058], [0.0323, 0.0962, -0.0029], [0.0577, -0.1741, 0.0939], [-0.1259, 0.1352, -0.0732], [0.0261, -0.0222, -0.2041], [0.1079, 0.1280, 0.1467], [-0.1326, -0.1097, 0.0280], [0.0667, 0.0548, -0.0021], [-0.1134, 0.0690, -0.0688], [0.0065, -0.0351, -0.0110], [0.0226, 0.0423, 0.0983], [-0.0455, 0.0387, 0.0269], [-0.0608, 0.0602, -0.0167], [0.0251, 0.0144, 0.0062], [-0.0228, -0.0366, -0.0055], [0.0320, -0.0694, 0.0227], [0.0136, -0.0196, -0.0479], [-0.0322, -0.0083, 0.0418], [-0.0153, -0.0532, -0.0184], [-0.0055, -0.0063, -0.0089], [0.1094, 0.0456, -0.0047], [0.0413, -0.0027, 0.0531], [0.0969, -0.0645, 0.0371], [-0.0333, -0.0167, 0.0051]],
  "mulliken_charge": [-0.6197, -0.4798, -0.3425, 0.5130, -0.0371, -0.0048, -0.8701, 0.1334, 0.6569, -1.9234, 0.1395, -0.6495, -0.6860, 0.1774, 0.3287, 0.2821, 0.3165, 0.5952, 0.3259, 0.6136, 0.4448, 0.5209, 0.4168, 0.4380, 0.2230, 0.4155, 0.3708, -0.6842, -0.3415, -0.8586, -0.0100, -0.2582, -1.5126, 1.2563, -0.4301, -0.6028, 0.2397, 0.2793, 0.3378, 0.4103, 0.3903, 0.2730, 0.0300, 0.2066, 0.4252, 0.3914, -0.1795, -0.4557, 0.3012, 0.1526, 0.3384, -0.3612, -0.3668, -0.7822, -0.1883, -0.2216, -0.6039, -0.5286, -0.4030, -0.1767, 0.1098, 0.0777, 0.3570, 0.3733, 0.4288, 0.3791, 0.1748, 0.0166, 0.3153, 0.3142, 0.3202, 0.3167, 0.3005, -0.1042, 0.2222, -0.8385, -0.1979, -0.8123, -0.2568, -0.3036, -0.7513, -0.4469, -0.4323, -0.4762, 0.2178, 0.3563, 0.3503, 0.4094, 0.3675, 0.3806, 0.1660, 0.1235, 0.3811, 0.3944, 0.3462, 0.3424, 0.2530, 0.1219, 0.3377]
}

***

[2]
{
  "formula": "C28H44Br2F4N5O10PS",
  "method": "ωB97M-V with the def2-TZVPD basis set",
  "smiles": "CCCCOc1c2c(c(F)c(CC[C@@](F)(Br)C(F)(F)Br)c1P(=O)(O)O)C(=O)N(S)C2=O.CNC(C)=O.CNC(C)=O.CNC(C)=O.CNC(C)=O",
  "orbital_gap_ev": 8.08,
  "max_force_ev_per_a": 0.9,
  "homo_ev": -9.0,
  "elements": ["C", "C", "C", "C", "O", "C", "C", "C", "C", "F", "C", "C", "C", "C", "F", "Br", "C", "F", "F", "Br", "C", "P", "O", "O", "O", "C", "O", "N", "S", "C", "O", "H", "H", "H", "H", "H", "H", "H", "H", "H", "H", "H", "H", "H", "H", "H", "H", "C", "N", "C", "C", "O", "H", "H", "H", "H", "H", "H", "H", "C", "N", "C", "C", "O", "H", "H", "H", "H", "H", "H", "H", "C", "N", "C", "C", "O", "H", "H", "H", "H", "H", "H", "H", "C", "N", "C", "C", "O", "H", "H", "H", "H", "H", "H", "H"],
  "coordinates": [[2.986144, -0.721269, 3.620584], [2.663637, -0.638215, 2.128787], [1.702351, 0.512532, 1.844923], [1.496201, 0.712280, 0.362334], [0.665769, 1.839679, 0.037964], [-0.640883, 1.665617, 0.325841], [-1.408480, 0.916162, -0.559329], [-2.747416, 0.702101, -0.340652], [-3.351712, 1.189755, 0.793998], [-4.659076, 0.974946, 0.955929], [-2.627873, 1.887984, 1.742828], [-3.287316, 2.281584, 3.051342], [-4.263353, 1.292681, 3.695467], [-3.740390, -0.107537, 4.003124], [-3.888680, -0.890718, 2.888693], [-1.848252, -0.140169, 4.413651], [-4.549055, -0.778680, 5.186005], [-5.680386, -0.080517, 5.415879], [-3.859918, -0.773511, 6.330132], [-5.048686, -2.612745, 4.807082], [-1.269166, 2.191094, 1.459440], [-0.299548, 3.277338, 2.541928], [0.937112, 3.816871, 1.984269], [-1.322170, 4.421659, 2.999092], [-0.106693, 2.447569, 3.884035], [-3.299314, -0.104055, -1.462003], [-4.440441, -0.296002, -1.748422], [-2.174133, -0.601578, -2.244835], [-1.793249, -2.237006, -1.610428], [-1.039053, 0.234564, -1.833305], [-0.046643, 0.345383, -2.481398], [3.721852, -1.496350, 3.830381], [2.086556, -0.926200, 4.203702], [3.395786, 0.229366, 3.967695], [2.178206, -1.570355, 1.831571], [3.591585, -0.503145, 1.572185], [0.752567, 0.281312, 2.342715], [2.079885, 1.441148, 2.282448], [1.063431, -0.191235, -0.081742], [2.445050, 0.905573, -0.134447], [-3.846651, 3.210620, 2.904200], [-2.527446, 2.499451, 3.796842], [-4.602090, 1.748087, 4.623261], [-5.153880, 1.144424, 3.090052], [-2.016866, 4.586357, 2.351126], [0.783187, 2.608313, 4.231319], [-3.048462, -2.672826, -1.456577], [3.755807, 4.424103, -3.791835], [4.342231, 3.561534, -2.781821], [4.039185, 3.482932, -1.460478], [2.947998, 4.390586, -0.943325], [4.630484, 2.699837, -0.730410], [3.295915, 3.831256, -4.584625], [4.507331, 5.069727, -4.247182], [2.991563, 5.054960, -3.350197], [5.071084, 2.926274, -3.066003], [2.821985, 4.208783, 0.120069], [3.201562, 5.440618, -1.098238], [2.001689, 4.177392, -1.441357], [-6.800301, -5.301324, 0.112129], [-5.554291, -4.756392, -0.392742], [-4.741413, -5.269728, -1.342703], [-5.141899, -6.575985, -1.982603], [-3.710040, -4.690966, -1.669505], [-7.620095, -4.603251, -0.060696], [-6.727537, -5.490779, 1.183711], [-7.031779, -6.235570, -0.387598], [-5.232415, -3.883954, -0.002195], [-4.385081, -6.838683, -2.715009], [-5.209734, -7.369586, -1.237473], [-6.104897, -6.484041, -2.485274], [-1.065546, -6.760555, -0.842059], [-1.016523, -7.466542, 0.425696], [-0.961835, -8.806051, 0.645985], [-0.941043, -9.705639, -0.570386], [-0.933360, -9.256504, 1.778845], [-0.204686, -6.097045, -0.944771], [-1.967219, -6.154249, -0.921570], [-1.054989, -7.462995, -1.668942], [-1.024252, -6.920847, 1.272981], [-0.898036, -10.733859, -0.225485], [-1.838975, -9.569151, -1.174263], [-0.069514, -9.501456, -1.193061], [8.181327, 7.129326, -2.671122], [6.971103, 6.987456, -3.455878], [6.841932, 6.948327, -4.808153], [8.103770, 7.069439, -5.631203], [5.744942, 6.813848, -5.326084], [8.320770, 6.265843, -2.019008], [8.135357, 8.025103, -2.049808], [9.044154, 7.209179, -3.323665], [6.095431, 6.900948, -2.963892], [7.826395, 7.017067, -6.679112], [8.604343, 8.019602, -5.442261], [8.797060, 6.258673, -5.405110]],
  "atomic_forces_ev_per_a": [[0.0142, 0.1347, -0.1229], [-0.1966, 0.1171, 0.4414], [0.0074, 0.0495, 0.1869], [0.1782, -0.3236, -0.2095], [-0.0943, 0.3006, 0.3222], [0.1579, -0.1768, -0.4970], [-0.1571, -0.0503, -0.0260], [-0.0060, 0.0700, -0.0039], [-0.0068, 0.0450, -0.2861], [-0.2370, 0.0269, 0.0850], [0.1872, 0.0489, 0.1687], [-0.0786, 0.0193, 0.0213], [0.0041, -0.0107, 0.1134], [-0.0170, -0.1352, -0.0451], [-0.0644, 0.1426, -0.0321], [-0.0264, -0.1307, 0.0789], [-0.0278, -0.1855, -0.0750], [0.0136, -0.1001, -0.0889], [-0.0388, 0.1843, 0.0109], [0.0487, 0.0628, 0.0366], [-0.1597, -0.1036, 0.3061], [0.2004, 0.4147, -0.2701], [0.0905, -0.0798, 0.0651], [-0.2666, -0.1945, -0.0545], [0.1779, 0.1537, 0.2165], [0.1828, -0.1349, -0.3424], [-0.1087, -0.2097, 0.1716], [-0.0969, 0.2376, 0.8122], [0.2930, 0.1121, -0.3215], [-0.1006, -0.0587, -0.2286], [0.1550, -0.1943, 0.0868], [-0.0325, -0.0541, 0.0342], [-0.0097, -0.0481, 0.0292], [0.0457, -0.0034, 0.0378], [0.2157, -0.0806, -0.2370], [-0.0348, -0.0918, -0.1603], [-0.0447, 0.0857, -0.0610], [0.0744, -0.0244, -0.0897], [0.0020, 0.0102, -0.0431], [0.0058, 0.1094, -0.0089], [-0.0517, -0.0117, 0.0167], [0.0107, 0.0433, -0.0934], [0.1101, 0.0316, 0.0892], [-0.0423, -0.0227, 0.0296], [0.0917, 0.1889, -0.0015], [-0.0521, -0.0853, 0.0232], [-0.1356, 0.0335, -0.2476], [0.1118, -0.0867, -0.0634], [0.0279, 0.0689, 0.0190], [-0.0655, -0.0006, -0.0235], [0.0249, -0.0602, 0.1428], [-0.0175, -0.0433, 0.0204], [-0.0680, 0.0048, 0.0304], [-0.0246, 0.0339, 0.0032], [-0.0270, -0.0149, 0.0167], [-0.0027, -0.0075, -0.0052], [-0.0196, -0.0316, -0.0069], [-0.0386, -0.0010, -0.0558], [-0.0089, 0.0453, -0.0204], [0.0877, 0.1281, 0.0201], [-0.0318, -0.0140, 0.0320], [0.0333, 0.0200, -0.0352], [0.0429, -0.0065, -0.0144], [-0.1270, -0.0486, 0.1194], [-0.0274, -0.0317, -0.0198], [-0.0176, -0.0452, -0.0039], [-0.0121, -0.0151, 0.0003], [-0.0029, 0.0097, -0.0085], [0.0165, 0.0281, 0.0013], [-0.0461, -0.0081, -0.0084], [-0.0213, -0.0348, 0.0247], [0.0247, 0.0924, 0.1580], [-0.0327, -0.0044, -0.0489], [-0.0031, 0.0019, -0.0161], [0.0060, -0.0423, 0.0454], [-0.0062, -0.0064, -0.0068], [0.0274, -0.0367, -0.0599], [-0.0110, -0.0050, -0.0423], [0.0212, -0.0238, -0.0018], [-0.0012, 0.0055, 0.0006], [0.0000, 0.0054, 0.0293], [0.0240, 0.0144, -0.0378], [-0.0257, 0.0141, -0.0378], [-0.1534, -0.0274, 0.0297], [0.0223, 0.0125, 0.0009], [0.0165, -0.0260, 0.0263], [-0.0436, 0.0070, -0.0398], [0.0205, 0.0091, -0.0149], [0.0418, -0.0062, -0.0126], [0.0432, 0.0155, -0.0144], [0.0188, 0.0026, -0.0009], [0.0023, -0.0076, 0.0082], [-0.0288, -0.0024, 0.0033], [0.0389, -0.0196, 0.0156], [0.0310, 0.0265, 0.0148]],
  "mulliken_charge": [-1.2519, -0.4514, 0.3215, -0.8165, -0.4832, -1.1288, 1.6357, 0.5316, -0.2773, -0.4327, 1.4520, -1.4863, -1.5273, 0.7029, -0.2255, 0.0138, 0.3664, -0.2200, -0.2141, -0.1244, 0.6737, 0.8204, -0.5619, -0.6144, -0.5050, -0.3432, -0.5069, -0.1399, -0.0489, -0.3462, -0.4904, 0.4057, 0.2382, 0.3234, 0.3496, 0.3891, -0.1044, 0.1933, 0.3247, 0.3004, 0.6535, 0.5822, 0.5423, 0.4271, 0.4106, 0.3454, 0.2230, -0.6430, -0.1390, 0.7591, -1.0657, -0.6915, 0.3049, 0.0880, 0.2928, 0.2308, 0.1117, 0.4609, 0.3570, -0.8967, -0.0715, 0.8220, -1.5173, -0.5700, 0.3104, 0.2843, 0.3438, 0.1303, 0.3042, 0.4010, 0.4521, -0.4373, -0.1307, 0.7452, -1.1651, -0.6528, 0.2576, -0.0174, 0.2761, 0.1954, 0.2916, 0.3151, 0.3344, -0.8567, -0.1047, 0.8692, -1.3587, -0.6535, 0.2893, 0.2979, 0.3164, 0.1736, 0.3071, 0.3582, 0.3650]
}